(1)
Below is 2 unconnected molecules or ions with the total composition C6H7Br2N at a distorted geometry, with properties calculated with ωB97M-V with the def2-TZVPD basis set.

Properties
spin multiplicity	1
structure (SMILES)	BrCc1ccccn1.Br
Kohn-Sham gap	9.36	eV
net charge	0
DFT total energy	-5435.578081	a.u.
relative energy (zero: lowest compared OMol25 entry of this formula, charge and spin)	0.0	kJ/mol

Structure (XYZ):
```
16
C6H7Br2N, DFT ωB97M-V with the def2-TZVPD basis set
Br 1.837 -0.112 2.578
C 1.979 -0.112 0.504
C 0.681 0.215 -0.019
C 0.300 1.547 -0.336
C -1.039 1.804 -0.665
C -1.925 0.701 -0.609
C -1.421 -0.646 -0.345
N -0.215 -0.779 0.031
H 2.682 0.667 0.136
H 2.333 -1.122 0.142
H 0.983 2.311 -0.433
H -1.658 2.616 -0.901
H -2.962 0.838 -0.820
H -2.071 -1.518 -0.448
Br 0.376 -3.849 0.499
H 0.121 -2.561 0.689
```

These are the Löwdin partial charges, in e, on atoms 1 to 5: 0.5276 -0.4458 -0.4226 0.0021 -0.0382

(2)
Below is a molecular structure, C6H7Br2N4 at a distorted geometry, with properties calculated with ωB97M-V with the def2-TZVPD basis set.

Properties
spin multiplicity	1
Kohn-Sham gap	8.24	eV
net charge	+1
DFT total energy	-5599.446955	a.u.
relative energy (zero: lowest compared OMol25 entry of this formula, charge and spin)	501.0	kJ/mol

Structure (XYZ):
```
19
C6H7Br2N4, DFT ωB97M-V with the def2-TZVPD basis set
C 1.027 -1.327 1.371
C 1.749 -0.147 1.209
C -1.193 1.206 -1.343
C -1.388 -0.090 -0.889
C 1.617 -2.305 2.364
C -1.877 1.954 -2.353
N -0.045 -1.535 0.593
N -0.327 -0.474 -0.098
N 0.473 0.597 -0.034
N 0.047 1.514 -0.907
Br 2.891 0.996 1.934
Br -2.655 -1.417 -1.361
H 1.524 -3.377 2.032
H 2.677 -2.233 2.343
H 1.241 -2.234 3.341
H -2.810 2.152 -1.789
H -2.139 1.439 -3.242
H -1.357 2.895 -2.283
H 0.545 2.385 -0.887
```

These are the Löwdin partial charges, in e, on atoms 1 to 5: -0.3507 -0.5211 -0.2957 -0.5694 -0.0065

(3)
Below is a molecular structure, C6H7Br6Cl3O3 at a distorted geometry, with properties calculated with ωB97M-V with the def2-TZVPD basis set.

Properties
spin multiplicity	2
Kohn-Sham gap (alpha / beta)	3.28 / 7.65	eV
net charge	-1
DFT total energy	-17283.178281	a.u.

Structure (XYZ):
```
25
C6H7Br6Cl3O3, DFT ωB97M-V with the def2-TZVPD basis set
C 3.660 2.240 1.936
Br 2.898 3.795 2.971
Br 4.709 1.106 3.201
Br 4.786 3.078 0.499
H 2.860 1.695 1.434
C 1.209 -1.427 1.755
Br 1.367 -3.453 1.967
Br 1.560 -0.517 3.497
Br -0.607 -0.868 1.236
H 2.036 -1.052 1.152
C 3.876 -0.551 -1.885
Cl 3.657 1.173 -2.293
Cl 2.280 -1.273 -1.794
Cl 4.896 -0.943 -0.477
H 4.286 -1.112 -2.724
C -3.699 -0.450 -1.747
C -3.780 -0.197 -0.228
O -5.247 -0.171 -0.073
C -5.865 0.171 -1.260
O -7.003 0.508 -1.454
O -4.937 -0.039 -2.284
H -3.559 -1.529 -1.812
H -2.726 -0.026 -1.997
H -3.396 0.792 0.019
H -3.259 -0.951 0.361
```

These are the Löwdin partial charges, in e, on atoms 1 to 5: -1.4327 0.4610 0.4684 0.4482 -0.0347

(4)
Below is 2 unconnected molecules or ions with the total composition C6H7BrClN at a distorted geometry, with properties calculated with ωB97M-V with the def2-TZVPD basis set.

Properties
spin multiplicity	1
Kohn-Sham gap	8.51	eV
net charge	0
DFT total energy	-3321.670785	a.u.
relative energy (zero: lowest compared OMol25 entry of this formula, charge and spin)	174.2	kJ/mol

Structure (XYZ):
```
16
C6H7BrClN, DFT ωB97M-V with the def2-TZVPD basis set
C -0.349 1.215 -1.021
C 0.459 1.091 0.050
C -0.517 0.017 -1.876
C 1.176 -0.226 0.270
C 0.507 -1.391 -0.386
C -1.313 -1.491 0.750
N -0.062 -1.174 -1.616
Cl 1.174 -2.932 -0.162
Br -2.759 -0.308 0.094
H -1.076 1.944 -1.328
H 0.554 1.822 0.905
H -0.892 0.206 -2.857
H 2.213 -0.054 -0.073
H 1.246 -0.340 1.318
H -1.052 -0.868 1.533
H -1.609 -2.511 0.920
```

These are the Löwdin partial charges, in e, on atoms 1 to 5: -0.1454 -0.0850 -0.2120 -0.2188 -0.8407

(5)
Below is C6H7BrN2O in the gas phase at a distorted geometry, with properties calculated with ωB97M-V with the def2-TZVPD basis set.

Properties
spin multiplicity	1
structure (SMILES)	CC(=O)c1c(Br)cnn1C
Kohn-Sham gap	9.51	eV
net charge	0
DFT total energy	-2991.543129	a.u.
relative energy (zero: lowest compared OMol25 entry of this formula, charge and spin)	43.3	kJ/mol

Structure (XYZ):
```
17
C6H7BrN2O, DFT ωB97M-V with the def2-TZVPD basis set
C 0.614 2.461 -0.028
C -0.352 1.361 0.254
O -1.521 1.687 0.446
C 0.144 -0.007 0.230
C 1.463 -0.564 0.235
Br 3.113 0.348 0.124
C 1.310 -1.943 0.168
N 0.021 -2.227 0.121
N -0.681 -1.171 0.225
C -1.967 -1.340 -0.220
H 1.376 2.167 -0.791
H 1.294 2.919 0.689
H 0.114 3.353 -0.396
H 1.979 -2.688 0.128
H -1.996 -1.475 -1.352
H -2.229 -2.292 0.088
H -2.684 -0.588 0.080
```

These are the Löwdin partial charges, in e, on atoms 1 to 5: -0.0651 -0.3933 0.0701 -0.1102 -0.5896

(6)
Below is C6H7Cl in the gas phase at a distorted geometry, with properties calculated with ωB97M-V with the def2-TZVPD basis set.

Properties
spin multiplicity	1
Kohn-Sham gap (alpha / beta)	6.96 / 9.10	eV
net charge	0
DFT total energy	-692.764535	a.u.
relative energy (zero: lowest compared OMol25 entry of this formula, charge and spin)	576.7	kJ/mol

Structure (XYZ):
```
14
C6H7Cl, DFT ωB97M-V with the def2-TZVPD basis set
C -0.401 -1.142 -1.470
C -0.279 -0.181 -2.380
C 0.289 -1.179 -0.168
C 1.524 -0.362 -0.195
C 0.512 0.068 0.797
C -0.353 1.321 0.810
Cl -0.687 -0.363 -4.012
H -1.060 -1.917 -1.708
H 0.159 -2.249 0.182
H 2.202 0.066 -0.984
H 0.502 -0.191 1.859
H -0.502 1.706 1.837
H -1.433 0.991 0.456
H -0.225 2.062 0.127
```

These are the Löwdin partial charges, in e, on atoms 1 to 5: -0.2275 -0.4893 -0.2657 0.0294 -0.2690

(7)
Below is C6H7Cl in the gas phase at a distorted geometry, with properties calculated with ωB97M-V with the def2-TZVPD basis set.

Properties
spin multiplicity	1
structure (SMILES)	C=C/C=C\C(=C)Cl
Kohn-Sham gap	8.33	eV
net charge	0
DFT total energy	-692.857138	a.u.
relative energy (zero: lowest compared OMol25 entry of this formula, charge and spin)	333.6	kJ/mol

Structure (XYZ):
```
14
C6H7Cl, DFT ωB97M-V with the def2-TZVPD basis set
C -2.187 -1.173 -0.684
C -2.478 0.117 -0.234
C -1.505 1.243 0.175
C -0.137 1.179 0.232
C 0.624 -0.048 0.256
C 0.457 -1.116 1.121
Cl 2.346 0.034 -0.459
H -1.093 -1.804 -0.956
H -3.183 -1.775 -0.584
H -3.598 0.455 -0.136
H -1.960 2.303 0.467
H 0.361 2.181 0.617
H 1.261 -1.810 1.217
H -0.323 -1.353 1.972
```

These are the Löwdin partial charges, in e, on atoms 1 to 5: -0.0468 -0.1975 -0.1208 -0.1942 -0.6540

(8)
Below is C6H7ClN2 in the gas phase at a distorted geometry, with properties calculated with ωB97M-V with the def2-TZVPD basis set.

Properties
spin multiplicity	1
structure (SMILES)	C=C[C@H](Cl)n1ccnc1
Kohn-Sham gap	9.94	eV
net charge	0
DFT total energy	-802.460454	a.u.
relative energy (zero: lowest compared OMol25 entry of this formula, charge and spin)	109.1	kJ/mol

Structure (XYZ):
```
16
C6H7ClN2, DFT ωB97M-V with the def2-TZVPD basis set
C -1.788 -1.023 0.164
C -1.285 -0.033 -0.563
C -0.582 0.940 0.290
Cl -1.425 2.545 0.164
N 0.813 0.923 0.109
C 1.351 0.379 -1.039
C 2.692 0.381 -0.761
N 2.980 0.829 0.537
C 1.824 1.145 1.007
H -2.420 -1.764 -0.356
H -1.461 -1.287 1.162
H -1.497 0.295 -1.513
H -0.701 0.784 1.551
H 0.765 0.196 -1.873
H 3.587 0.255 -1.315
H 1.605 1.432 1.995
```

These are the Löwdin partial charges, in e, on atoms 1 to 5: 0.0388 -0.2215 -0.7007 0.5830 -0.1166

(9)
Below is C6H7ClN2O4 in the gas phase at a distorted geometry, with properties calculated with ωB97M-V with the def2-TZVPD basis set.

Properties
spin multiplicity	1
Kohn-Sham gap	8.53	eV
net charge	0
DFT total energy	-1103.156597	a.u.
relative energy (zero: lowest compared OMol25 entry of this formula, charge and spin)	244.4	kJ/mol

Structure (XYZ):
```
20
C6H7ClN2O4, DFT ωB97M-V with the def2-TZVPD basis set
C -0.067 0.655 2.409
C -0.026 1.645 1.506
C 0.368 1.594 0.001
C 0.556 0.144 -0.501
C -0.378 -0.937 -0.037
C -0.235 -1.362 1.382
N -0.438 0.590 3.772
N 1.038 -1.934 1.743
O -1.312 -0.229 4.084
O -0.003 1.492 4.431
O 1.284 -2.364 2.883
O 1.793 -2.024 0.794
Cl -0.304 3.246 2.040
H -0.535 1.970 -0.431
H 1.235 2.153 -0.060
H 0.399 0.089 -1.539
H 1.634 -0.219 -0.318
H -1.484 -0.775 -0.370
H 0.033 -1.731 -0.615
H -1.050 -1.765 2.119
```

These are the Löwdin partial charges, in e, on atoms 1 to 5: 0.0175 -0.6123 -0.1537 -0.1968 -0.1992

(10)
Below is C6H7ClN2OS in the gas phase at a distorted geometry, with properties calculated with ωB97M-V with the def2-TZVPD basis set.

Properties
spin multiplicity	1
structure (SMILES)	C[S@@](=N)(=O)c1ncccc1Cl
Kohn-Sham gap	9.55	eV
net charge	0
DFT total energy	-1275.844723	a.u.
relative energy (zero: lowest compared OMol25 entry of this formula, charge and spin)	197.9	kJ/mol

Structure (XYZ):
```
18
C6H7ClN2OS, DFT ωB97M-V with the def2-TZVPD basis set
C 2.006 1.467 0.936
S 1.615 0.457 -0.524
N 1.431 1.230 -1.865
O 2.513 -0.685 -0.477
C -0.096 -0.248 -0.094
N -0.683 0.356 0.861
C -1.951 0.008 1.178
C -2.598 -0.984 0.541
C -1.941 -1.644 -0.571
C -0.657 -1.307 -0.873
Cl 0.089 -1.709 -2.360
H 2.435 2.530 0.678
H 1.205 1.798 1.610
H 2.854 1.056 1.539
H 2.142 0.980 -2.494
H -2.245 0.600 2.166
H -3.665 -1.340 0.796
H -2.455 -2.563 -1.047
```

These are the Löwdin partial charges, in e, on atoms 1 to 5: -0.1842 0.6855 -0.2291 -0.3944 -0.3444

(11)
Below is a gas-phase ion, C6H7ClNS2 (charge +1) at a distorted geometry, with properties calculated with ωB97M-V with the def2-TZVPD basis set.

Properties
spin multiplicity	1
structure (SMILES)	[NH3+][C@]12S[C@H]1C=C[C@]1(Cl)S[C@H]21
Kohn-Sham gap	9.18	eV
net charge	+1
DFT total energy	-1543.818891	a.u.
relative energy (zero: lowest compared OMol25 entry of this formula, charge and spin)	0.0	kJ/mol

Structure (XYZ):
```
17
C6H7ClNS2, DFT ωB97M-V with the def2-TZVPD basis set
N 1.044 0.948 1.152
C 0.117 -0.071 0.590
S 0.502 -1.760 0.943
C 0.436 -0.793 -0.670
C -0.590 -1.311 -1.613
C -1.838 -0.989 -1.315
C -2.251 -0.212 -0.105
Cl -3.802 -0.804 0.629
S -1.882 1.675 -0.123
C -1.279 0.305 0.915
H 1.385 0.746 2.133
H 0.407 1.821 1.042
H 1.917 0.942 0.589
H 1.387 -0.645 -1.057
H -0.322 -1.753 -2.546
H -2.734 -1.123 -1.937
H -1.374 0.365 2.051
```

These are the Löwdin partial charges, in e, on atoms 1 to 5: 0.2119 -0.8187 1.0087 -0.3540 -0.0612

(12)
Below is C6H7ClO in the gas phase at a distorted geometry, with properties calculated with ωB97M-V with the def2-TZVPD basis set.

Properties
spin multiplicity	1
structure (SMILES)	O[C@H]1C=C(Cl)[C@H]2C[C@H]21
Kohn-Sham gap	9.13	eV
net charge	0
DFT total energy	-768.111003	a.u.
relative energy (zero: lowest compared OMol25 entry of this formula, charge and spin)	402.2	kJ/mol

Structure (XYZ):
```
15
C6H7ClO, DFT ωB97M-V with the def2-TZVPD basis set
O -2.493 -1.070 -0.236
C -1.342 -0.773 0.499
C -0.126 -1.145 -0.214
C 0.782 -0.133 -0.286
Cl 2.591 -0.214 0.018
C 0.191 1.096 0.190
C -1.102 1.614 -0.602
C -1.211 0.761 0.734
H -2.568 -0.307 -1.019
H -1.522 -1.328 1.419
H 0.251 -2.094 -0.711
H 0.987 2.019 0.329
H -1.456 1.261 -1.668
H -1.321 2.758 -0.274
H -1.635 1.372 1.579
```

These are the Löwdin partial charges, in e, on atoms 1 to 5: -0.0804 -0.3908 -0.0616 -0.5648 0.5735